*w*
C45H60BN6O5PS5Tl as an isolated structure, computed with ωB97M-V with the def2-TZVPD basis set.

Summary:
2S+1: 2
Expectation value of S²: 0.757
LUMO (spin up / spin down), eV: -0.925 / -2.486
Gap between HOMO and LUMO (spin up / spin down), eV: 6.218 / 4.991

Last column: Mulliken charge in e.
Element x y z (Å)
1 Tl -0.537 0.440 0.777  0.95
2 C -0.790 4.122 -1.752  -2.12
3 C 0.266 3.164 -2.167  0.08
4 C 0.457 2.752 -3.452  -0.17
5 C 1.530 1.866 -3.740  -0.17
6 N 2.249 1.361 -2.787  -0.08
7 N 2.031 1.686 -1.511  1.03
8 B 2.922 0.934 -0.562  -2.01
9 N 3.464 -0.351 -1.134  0.16
10 N 4.538 -0.197 -1.921  0.96
11 C 5.033 -1.213 -2.562  -0.03
12 C 4.481 -2.516 -2.400  -1.20
13 C 3.421 -2.703 -1.567  0.56
14 C 2.814 -4.035 -1.314  -2.11
15 C 2.853 -1.552 -0.916  0.99
16 S 1.544 -1.708 0.100  -0.03
17 C 6.278 -1.000 -3.406  2.60
18 C 6.423 0.466 -3.820  -1.85
19 C 7.484 -1.390 -2.539  -1.82
20 C 6.256 -1.873 -4.668  -1.89
21 N 2.946 1.153 0.910  -0.80
22 N 3.930 1.734 0.230  0.70
23 C 4.832 2.517 0.735  0.44
24 C 4.759 2.700 2.141  -1.25
25 C 3.809 2.063 2.888  0.76
26 C 3.728 2.222 4.358  -2.06
27 C 2.817 1.217 2.256  0.44
28 S 1.620 0.465 3.116  -0.07
29 C 5.905 3.064 -0.165  2.50
30 C 6.584 4.274 0.478  -2.21
31 C 6.920 1.927 -0.362  -1.26
32 C 5.285 3.461 -1.509  -1.46
33 C 1.112 2.620 -1.150  0.94
34 S 1.004 3.158 0.435  -0.17
35 C 1.985 1.582 -5.157  2.44
36 C 2.858 2.778 -5.578  -1.94
37 C 0.800 1.446 -6.115  -2.07
38 C 2.814 0.296 -5.197  -1.53
39 H -1.344 4.494 -2.608  0.39
40 H -0.354 4.951 -1.195  0.63
41 H -1.471 3.610 -1.074  0.20
42 H -0.192 3.097 -4.240  0.39
43 H 4.913 -3.353 -2.926  0.37
44 H 3.401 -4.828 -1.771  0.42
45 H 1.803 -4.056 -1.719  0.35
46 H 2.724 -4.211 -0.243  0.40
47 H 6.349 1.107 -2.953  0.32
48 H 5.645 0.749 -4.521  0.30
49 H 7.388 0.620 -4.295  0.58
50 H 7.583 -0.712 -1.695  0.27
51 H 8.394 -1.339 -3.132  0.50
52 H 7.378 -2.402 -2.154  0.38
53 H 5.305 -1.787 -5.186  0.30
54 H 6.442 -2.919 -4.442  0.42
55 H 7.042 -1.544 -5.344  0.46
56 H 5.467 3.350 2.628  0.34
57 H 4.559 2.807 4.742  0.39
58 H 3.708 1.237 4.821  0.40
59 H 2.782 2.698 4.618  0.37
60 H 7.106 3.993 1.391  0.42
61 H 5.851 5.044 0.712  0.45
62 H 7.319 4.691 -0.204  0.44
63 H 7.400 1.672 0.580  0.46
64 H 7.692 2.230 -1.066  0.43
65 H 6.410 1.047 -0.747  -0.12
66 H 4.538 4.238 -1.366  0.47
67 H 4.808 2.606 -1.982  0.07
68 H 6.060 3.841 -2.170  0.45
69 H 2.284 3.703 -5.551  0.42
70 H 3.225 2.634 -6.591  0.46
71 H 3.711 2.882 -4.911  0.24
72 H 0.239 2.372 -6.205  0.47
73 H 0.131 0.666 -5.762  0.23
74 H 1.159 1.175 -7.106  0.52
75 H 3.600 0.341 -4.450  -0.39
76 H 3.256 0.160 -6.183  0.57
77 H 2.186 -0.562 -4.974  0.37
78 O -2.422 1.254 -1.107  -0.46
79 C -2.599 0.407 -2.225  2.80
80 C -1.182 -0.463 -2.396  -0.47
81 O -1.233 -1.371 -3.192  -0.81
82 O -0.256 -0.002 -1.725  -0.37
83 C -3.754 -0.543 -2.072  -0.10
84 C -4.368 -1.123 -3.182  -0.38
85 C -5.459 -1.957 -3.034  -0.88
86 C -5.968 -2.236 -1.778  -0.65
87 C -5.353 -1.689 -0.666  -1.05
88 C -4.261 -0.856 -0.811  0.47
89 C -2.705 1.237 -3.488  0.26
90 C -2.372 0.728 -4.741  -0.44
91 C -2.542 1.490 -5.883  -1.26
92 C -3.029 2.782 -5.796  -0.69
93 C -3.348 3.303 -4.554  -0.83
94 C -3.207 2.533 -3.413  -0.47
95 H -3.211 1.233 -0.548  0.28
96 H -4.005 -0.912 -4.174  0.42
97 H -5.919 -2.390 -3.910  0.43
98 H -6.830 -2.875 -1.662  0.39
99 H -5.721 -1.904 0.327  0.54
100 H -3.810 -0.468 0.092  -0.47
101 H -1.967 -0.268 -4.822  0.86
102 H -2.296 1.068 -6.847  0.43
103 H -3.158 3.374 -6.690  0.40
104 H -3.734 4.309 -4.474  0.45
105 H -3.497 2.938 -2.456  0.51
106 C -5.950 -3.090 3.837  -1.33
107 C -4.600 -2.947 3.157  -0.23
108 O -4.379 -1.573 2.851  -0.27
109 P -2.871 -1.043 2.622  0.71
110 S -3.151 0.927 2.401  -0.39
111 S -1.933 -2.192 1.275  -0.38
112 O -2.114 -1.412 4.003  -0.36
113 C -2.313 -0.697 5.217  -0.39
114 C -1.039 0.041 5.596  -0.93
115 H -6.095 -4.129 4.120  0.40
116 H -6.748 -2.788 3.165  0.30
117 H -5.989 -2.462 4.726  0.30
118 H -4.561 -3.524 2.228  0.31
119 H -3.800 -3.308 3.812  0.42
120 H -2.581 -1.440 5.977  0.28
121 H -3.143 0.009 5.098  0.42
122 H -0.202 -0.653 5.630  0.27
123 H -1.160 0.514 6.568  0.44
124 H -0.824 0.804 4.850  0.09

***

*x*
C45H60BN6O5PS5Tl as an isolated structure, computed with ωB97M-V with the def2-TZVPD basis set.

Summary:
2S+1: 2
Expectation value of S²: 0.759
LUMO (spin up / spin down), eV: -0.717 / -2.203
Gap between HOMO and LUMO (spin up / spin down), eV: 6.399 / 5.572

Last column: Mulliken charge in e.
Element x y z (Å)
1 Tl 0.355 2.101 0.918  1.10
2 C 1.361 -1.653 3.946  -1.78
3 C 0.793 -1.761 2.568  -0.42
4 C 1.274 -2.669 1.688  -0.32
5 C 0.739 -2.753 0.378  -0.36
6 N -0.264 -2.018 0.021  -0.50
7 N -0.765 -1.111 0.886  1.36
8 B -2.066 -0.540 0.354  -1.34
9 N -2.919 0.530 1.006  -0.45
10 N -3.312 -0.733 1.250  0.53
11 C -4.208 -1.076 2.114  0.83
12 C -4.906 0.012 2.716  -1.39
13 C -4.586 1.306 2.453  0.65
14 C -5.318 2.432 3.097  -1.79
15 C -3.467 1.628 1.567  0.50
16 S -2.913 3.168 1.322  -0.24
17 C -4.456 -2.528 2.448  2.50
18 C -4.327 -2.687 3.970  -1.76
19 C -5.871 -2.904 1.990  -1.78
20 C -3.423 -3.419 1.757  -1.89
21 N -2.293 -0.767 -1.123  0.12
22 N -2.901 -1.924 -1.440  0.15
23 C -3.057 -2.233 -2.689  -0.25
24 C -2.546 -1.392 -3.719  -0.62
25 C -1.985 -0.198 -3.412  0.52
26 C -1.470 0.747 -4.446  -1.91
27 C -1.880 0.160 -2.018  0.54
28 S -1.324 1.659 -1.536  -0.03
29 C -3.796 -3.540 -2.973  2.35
30 C -4.054 -3.738 -4.467  -2.36
31 C -2.945 -4.703 -2.448  -1.31
32 C -5.140 -3.521 -2.234  -1.49
33 C -0.251 -0.878 2.127  1.64
34 S -0.799 0.402 3.090  -0.29
35 C 1.255 -3.772 -0.625  2.24
36 C 0.501 -5.086 -0.375  -1.66
37 C 0.996 -3.269 -2.048  -1.43
38 C 2.761 -3.997 -0.438  -1.87
39 H 1.648 -2.639 4.312  0.46
40 H 0.654 -1.190 4.628  0.38
41 H 2.253 -1.025 3.919  0.14
42 H 2.090 -3.316 1.980  0.41
43 H -5.701 -0.207 3.416  0.29
44 H -6.117 2.062 3.737  0.39
45 H -5.729 3.098 2.337  0.36
46 H -4.624 3.033 3.686  0.36
47 H -5.117 -2.158 4.505  0.39
48 H -3.363 -2.308 4.316  0.30
49 H -4.396 -3.743 4.234  0.47
50 H -6.625 -2.254 2.439  0.36
51 H -6.093 -3.931 2.283  0.48
52 H -5.958 -2.828 0.906  0.31
53 H -2.418 -3.218 2.138  0.17
54 H -3.414 -3.257 0.678  0.16
55 H -3.657 -4.466 1.953  0.63
56 H -2.608 -1.701 -4.753  0.51
57 H -1.427 0.267 -5.423  0.40
58 H -0.482 1.113 -4.164  0.34
59 H -2.114 1.626 -4.504  0.35
60 H -3.122 -3.859 -5.023  0.44
61 H -4.616 -2.905 -4.893  0.46
62 H -4.641 -4.646 -4.607  0.43
63 H -1.987 -4.750 -2.970  0.33
64 H -3.467 -5.650 -2.601  0.51
65 H -2.753 -4.575 -1.383  -0.06
66 H -5.790 -2.737 -2.630  0.40
67 H -4.986 -3.335 -1.173  0.06
68 H -5.645 -4.481 -2.353  0.46
69 H -0.572 -4.956 -0.521  0.07
70 H 0.670 -5.441 0.645  0.37
71 H 0.860 -5.852 -1.066  0.47
72 H -0.066 -3.085 -2.214  0.06
73 H 1.344 -4.007 -2.774  0.51
74 H 1.535 -2.334 -2.214  0.24
75 H 2.974 -4.591 0.453  0.37
76 H 3.290 -3.045 -0.357  0.28
77 H 3.152 -4.546 -1.295  0.48
78 O 2.915 2.670 1.122  -0.50
79 C 3.794 1.573 1.329  2.55
80 C 3.157 0.221 0.717  -0.41
81 O 3.932 -0.718 0.557  -0.72
82 O 1.913 0.257 0.507  -0.30
83 C 5.122 1.840 0.640  -0.04
84 C 5.234 1.652 -0.734  -0.17
85 C 6.406 1.976 -1.399  -0.99
86 C 7.484 2.499 -0.698  -0.51
87 C 7.374 2.709 0.668  -0.84
88 C 6.197 2.389 1.331  -0.47
89 C 3.873 1.284 2.809  -0.39
90 C 4.859 0.435 3.315  -0.04
91 C 4.921 0.160 4.672  -0.96
92 C 3.989 0.710 5.544  -0.53
93 C 2.987 1.526 5.044  -0.86
94 C 2.928 1.810 3.685  -0.10
95 H 2.913 2.875 0.169  -0.26
96 H 4.396 1.247 -1.289  0.43
97 H 6.473 1.812 -2.467  0.44
98 H 8.406 2.735 -1.213  0.41
99 H 8.204 3.132 1.220  0.43
100 H 6.111 2.573 2.394  0.43
101 H 5.570 -0.010 2.632  0.53
102 H 5.706 -0.485 5.048  0.39
103 H 4.045 0.507 6.606  0.38
104 H 2.245 1.946 5.712  0.43
105 H 2.157 2.466 3.307  0.45
106 C 4.074 6.802 -3.142  -1.44
107 C 3.391 5.470 -2.931  0.02
108 O 2.622 5.552 -1.720  -0.22
109 P 1.487 4.449 -1.442  0.65
110 S 0.811 4.947 0.371  -0.27
111 S 2.140 2.621 -1.745  -0.33
112 O 0.384 4.734 -2.579  -0.22
113 C -0.426 5.922 -2.535  -0.26
114 C -0.416 6.568 -3.903  -1.22
115 H 4.621 6.789 -4.085  0.41
116 H 4.770 7.003 -2.328  0.32
117 H 3.340 7.608 -3.165  0.32
118 H 4.118 4.664 -2.828  0.24
119 H 2.732 5.228 -3.769  0.30
120 H -0.046 6.607 -1.776  0.39
121 H -1.435 5.620 -2.249  0.32
122 H 0.584 6.923 -4.152  0.22
123 H -1.102 7.417 -3.914  0.40
124 H -0.732 5.851 -4.660  0.29

***

Name the least stable of them. *w*.

***

*w*
A 2-piece molecular cluster, C6H13O2 overall, computed with ωB97M-V with the def2-TZVPD basis set.

Summary:
2S+1: 1
Total charge: -1
LUMO, eV: 3.421
Gap between HOMO and LUMO, eV: 6.484

Last column: Mulliken charge in e.
Element x y z (Å)
1 C -1.454 -1.169 -0.871  -0.43
2 O -2.536 -0.493 -1.351  -0.93
3 C -0.400 -0.186 -0.321  -0.45
4 C 1.077 -0.571 -0.267  -0.60
5 C 1.902 0.552 0.313  0.75
6 C 2.376 1.559 -0.409  -0.97
7 C 2.252 0.480 1.784  -1.43
8 H -0.938 -1.759 -1.681  0.21
9 H -1.678 -1.907 -0.075  0.17
10 H -0.725 0.028 0.705  0.17
11 H -0.537 0.800 -0.783  0.29
12 H 1.462 -0.730 -1.277  0.36
13 H 1.257 -1.437 0.358  0.25
14 H 2.998 2.367 -0.008  0.29
15 H 2.090 1.821 -1.431  0.30
16 H 3.291 0.725 2.006  0.41
17 H 1.970 -0.451 2.256  0.35
18 H 1.598 1.167 2.343  0.27
19 H -5.276 0.271 -0.547  0.25
20 H -3.907 -0.577 -0.586  0.49
21 O -4.825 -0.492 -0.159  -0.76

***

*x*
A 2-piece molecular cluster, C6H13O2 overall, computed with ωB97M-V with the def2-TZVPD basis set.

Summary:
2S+1: 1
Total charge: -1
LUMO, eV: 3.397
Gap between HOMO and LUMO, eV: 7.190

Last column: Mulliken charge in e.
Element x y z (Å)
1 C -2.820 0.404 1.994  -0.12
2 C -2.593 -1.052 1.589  -0.99
3 C -2.490 1.366 0.887  -1.04
4 H -3.878 0.540 2.272  0.26
5 H -2.257 0.662 2.890  0.27
6 H -2.674 -1.178 0.517  0.30
7 H -3.312 -1.729 2.046  0.33
8 H -1.413 1.382 0.699  0.16
9 H -2.993 1.113 -0.047  0.33
10 H -1.573 -1.361 1.836  0.20
11 H -2.756 2.410 1.131  0.33
12 C 1.191 -0.136 -0.105  0.30
13 C 2.193 -1.072 0.567  -1.17
14 C 1.629 0.166 -1.567  0.40
15 O 1.393 -0.746 -2.383  -0.74
16 O 2.096 1.319 -1.752  -0.76
17 H 0.208 -0.615 -0.139  -0.09
18 H 1.093 0.834 0.378  0.16
19 H 3.035 -0.522 1.001  0.28
20 H 2.662 -1.724 -0.177  0.32
21 H 1.760 -1.633 1.404  0.28

***

Name the least stable of them. *w*.

***

*w*
A 3-piece molecular cluster, C4H16NO3 overall, computed with ωB97M-V with the def2-TZVPD basis set.

Summary:
2S+1: 1
Total charge: +1
LUMO, eV: -3.169
Gap between HOMO and LUMO, eV: 10.425

Last column: Mulliken charge in e.
Element x y z (Å)
1 C 0.347 -0.388 1.067  -0.57
2 C -0.633 0.271 0.052  -0.64
3 C -0.109 0.283 -1.388  -0.45
4 C -0.505 -1.014 -2.140  -0.68
5 O -1.784 -1.500 -1.803  -0.51
6 N 1.456 0.622 1.220  -0.21
7 H 0.773 -1.268 0.570  0.34
8 H -0.225 -0.639 2.024  0.32
9 H -1.570 -0.293 0.146  0.42
10 H -0.816 1.322 0.272  0.34
11 H 0.972 0.380 -1.524  0.31
12 H -0.416 1.237 -1.853  0.37
13 H -0.391 -0.774 -3.214  0.38
14 H 0.105 -1.819 -1.704  0.26
15 H -2.436 -1.136 -2.408  0.31
16 H 1.638 1.114 0.343  0.22
17 H 2.336 0.407 1.698  0.37
18 H 1.150 1.418 1.791  0.40
19 H 1.725 3.207 -0.359  0.34
20 H 0.236 3.547 -0.214  0.32
21 O 1.004 3.269 0.285  -0.65
22 H -1.036 -2.972 1.617  0.29
23 H -1.019 -2.868 3.171  0.28
24 O -0.802 -2.406 2.352  -0.59

***

*x*
A 4-piece molecular cluster, C4H16NO3 overall, computed with ωB97M-V with the def2-TZVPD basis set.

Summary:
2S+1: 1
Total charge: +1
LUMO, eV: -3.004
Gap between HOMO and LUMO, eV: 10.768

Last column: Mulliken charge in e.
Element x y z (Å)
1 C 0.049 -2.288 -1.537  -1.49
2 C 0.777 -2.021 -0.206  -0.12
3 C 1.036 -0.595 0.206  0.40
4 C 1.603 -0.037 1.264  -1.04
5 N 0.488 0.341 -0.810  -0.14
6 H 0.005 -3.382 -1.763  0.37
7 H -1.053 -2.293 -1.454  0.36
8 H 0.366 -1.707 -2.376  0.46
9 H 0.284 -2.544 0.598  0.35
10 H 1.785 -2.413 -0.416  0.27
11 H 2.013 -0.678 2.027  0.31
12 H 1.741 1.028 1.383  0.29
13 H 0.445 -0.045 -1.748  0.24
14 H 1.062 1.201 -0.819  0.33
15 H -0.483 0.651 -0.554  0.46
16 H -2.020 1.831 -1.771  0.36
17 H -1.179 2.665 -0.819  0.33
18 O -1.660 1.833 -0.878  -0.70
19 H -1.970 -1.524 3.537  0.32
20 H -2.962 -2.141 2.633  0.32
21 O -2.232 -1.519 2.604  -0.63
22 H 1.701 3.554 -0.782  0.30
23 H 0.383 4.077 -0.133  0.32
24 O 0.787 3.315 -0.553  -0.65

***

Name the least stable of them. *w*.

***

*w*
CH5OP as an isolated structure, computed with ωB97M-V with the def2-TZVPD basis set.

Summary:
2S+1: 1
LUMO, eV: 0.644
Gap between HOMO and LUMO, eV: 9.624

Last column: Mulliken charge in e.
Element x y z (Å)
1 C 0.665 -0.361 -0.218  0.04
2 O -0.341 0.517 -0.087  -0.45
3 P 2.292 -0.101 0.114  -0.11
4 H 0.329 -1.314 -0.604  0.31
5 H -2.171 -0.524 -0.094  -0.25
6 H -0.012 1.369 0.231  0.29
7 H 2.112 1.228 0.553  -0.07
8 H -2.873 -0.813 0.104  0.24

***

*x*
A 2-piece molecular cluster, CH5OP overall, computed with ωB97M-V with the def2-TZVPD basis set.

Summary:
2S+1: 1
LUMO, eV: 0.625
Gap between HOMO and LUMO, eV: 9.303

Last column: Mulliken charge in e.
Element x y z (Å)
1 C 0.494 -0.050 0.334  -0.28
2 O 1.538 -0.756 -0.155  -0.42
3 P -1.365 -0.415 -0.112  -0.05
4 H 0.611 -0.090 1.404  0.21
5 H 0.884 1.647 -0.044  0.13
6 H 1.495 -1.153 -1.065  0.31
7 H -2.042 0.414 0.768  0.05
8 H -1.615 0.404 -1.131  0.05

***

Name the least stable of them. *x*.